ORCA calculation (ωB97M-V/def2-TZVPD) on 14 unconnected molecules or ions with the total composition C61H96NO40 at a distorted geometry.

XYZ file:
```
198
Properties=species:S:1:pos:R:3:forces:R:3
O -30.760681 15.061431 1.766785 -0.66 -0.55 -0.93
O -32.415379 22.496147 -2.874136 -0.57 -0.65 -0.17
O -25.454271 15.867114 3.608123 0.73 -0.07 0.53
O -34.009388 26.058618 2.905499 -0.58 -0.07 0.36
O -35.712990 20.322903 5.114669 -0.17 -0.01 -0.14
O -26.603607 23.393759 -0.855544 1.22 -0.68 -0.02
O -22.810985 26.162407 6.779579 -0.76 0.39 0.68
O -24.028105 19.340778 2.129312 0.80 -1.48 0.33
O -28.365927 23.155889 10.522791 0.45 0.64 -0.10
O -25.550392 20.880729 1.806464 -0.57 0.30 0.40
O -31.232957 20.577488 -2.800349 -0.26 -0.16 -0.27
O -34.867880 23.992012 10.886529 0.34 -0.23 -0.06
O -31.960424 14.971410 3.590229 -0.72 -0.68 -0.24
O -33.884426 18.714067 10.443010 -0.48 1.05 -0.22
O -27.193325 17.224613 4.032214 0.40 -0.28 -0.09
O -31.777858 21.625958 -0.912751 0.32 -0.42 -0.28
O -34.205325 22.016703 10.065100 -0.87 -1.02 0.29
O -32.316484 26.101632 6.354947 -0.49 -1.18 -0.08
O -28.219040 22.488721 -2.156604 0.61 0.05 0.34
O -24.972807 16.822894 8.728959 -0.46 -0.10 -0.01
O -34.136552 24.231525 4.209315 -0.55 0.34 0.74
O -35.849909 18.589190 3.683452 -0.05 0.55 -0.47
O -30.473177 20.827068 7.821125 -0.04 0.10 -0.46
O -26.992595 17.079286 9.726582 0.70 -0.86 0.03
O -29.366211 21.709124 11.887453 -0.09 -0.04 -0.39
O -32.591466 13.725310 1.797714 -0.36 0.06 -0.08
O -26.961605 15.297591 5.140636 0.90 0.26 0.32
O -24.803395 27.194956 6.776967 -0.23 1.44 -0.55
O -34.537110 24.029507 2.052508 -0.77 1.03 0.47
O -33.670912 16.743730 9.545429 -0.09 -0.79 0.06
O -23.496983 21.482306 2.476269 -0.30 -0.31 0.04
O -26.800924 17.396038 7.568884 0.41 0.20 -1.35
O -35.273726 18.220805 5.771584 0.44 0.18 0.50
O -28.712128 23.469361 -0.226792 0.11 -0.36 0.77
O -27.372007 22.579606 12.442039 0.11 0.11 0.19
O -33.871416 23.834317 8.877442 0.04 0.63 0.30
O -30.946961 27.530154 5.399060 0.25 0.74 -0.15
O -24.690595 25.055228 7.271189 -0.54 -0.28 -0.39
O -32.711170 28.280318 6.603922 0.74 -0.25 -0.06
O -35.728268 17.476942 10.209878 0.33 -0.29 -0.37
N -29.893037 20.364999 6.614039 1.15 -0.64 0.67
C -34.552489 17.624191 10.073916 0.45 0.08 0.07
C -29.178449 26.070070 4.635080 -0.29 0.01 -0.34
C -35.654661 17.162022 3.715359 -0.31 0.63 0.43
C -24.281970 20.628205 2.189774 0.32 1.34 -0.19
C -26.079191 25.309183 7.018626 -1.02 0.13 1.55
C -23.995817 26.160833 6.978655 1.63 -0.86 -1.30
C -28.293122 22.501993 11.695055 0.13 -0.43 0.06
C -30.648815 19.783710 -1.770170 -0.08 0.24 0.00
C -29.591505 22.913432 9.888022 -1.17 -1.42 -1.16
C -34.308199 24.917862 3.084008 1.93 -0.50 -1.88
C -30.265507 15.300636 5.246969 -0.03 0.55 -0.95
C -30.850099 15.824705 3.925185 -0.64 -0.67 1.94
C -25.116801 18.602728 1.584192 -0.99 1.53 -0.60
C -32.300245 17.206030 9.670254 -1.29 0.86 -0.51
C -25.768294 14.532220 5.498508 -1.05 0.17 -0.15
C -27.563605 21.137075 7.140736 -0.73 0.19 -0.28
C -27.851252 23.050397 -1.162807 -1.16 -0.13 -0.80
C -31.917171 21.602795 -2.266316 1.14 1.50 0.29
C -31.317402 19.989756 0.721882 -0.53 0.25 0.32
C -26.860716 24.655269 8.139716 -0.33 -0.37 0.36
C -26.524270 23.840501 0.483839 0.21 2.26 0.83
C -31.623779 18.680617 6.347856 -0.19 -0.27 0.24
C -33.635635 21.517769 8.858426 0.27 0.12 -1.04
C -30.263428 21.836624 10.768055 -0.97 1.42 -0.08
C -35.125869 16.974077 5.140862 -0.21 -1.80 -0.25
C -28.185078 20.642886 4.811867 -0.43 -0.13 -0.80
C -34.343434 23.330759 10.040170 -0.91 1.01 -0.27
C -28.188840 17.533085 7.796257 -0.84 -1.30 -0.36
C -31.873139 14.503987 2.326331 1.43 0.84 0.61
C -30.870364 19.836390 5.673931 -0.57 0.13 0.43
C -28.755136 21.200660 6.157138 -0.09 -0.51 -1.14
C -32.118061 18.488938 11.903158 1.11 -0.82 -0.05
C -26.145406 17.058545 8.681084 0.31 0.30 0.49
C -26.151477 26.842668 7.036921 -0.08 -1.03 0.87
C -31.615976 22.369571 11.217494 0.33 -0.31 0.35
C -30.173186 19.231566 4.472175 0.91 0.64 -0.16
C -32.468994 18.537572 10.416153 0.00 -0.36 1.75
C -34.780679 16.728600 2.581292 -0.58 -0.55 -1.21
C -26.234369 13.126063 5.787881 1.14 -0.02 0.18
C -30.681761 26.302137 4.749854 0.68 -0.69 -0.03
C -29.137556 22.657477 5.922769 -0.23 0.42 0.54
C -31.356895 25.286938 5.679408 0.91 1.14 -0.18
C -35.070801 22.807673 2.596328 0.71 0.25 -0.69
C -30.779407 20.659601 -0.529774 -0.64 -0.43 0.77
C -29.954729 15.730742 2.731510 0.39 0.32 -1.44
C -32.037239 27.391684 6.172210 -1.12 0.76 0.09
C -27.071568 19.729151 0.339600 -0.80 0.81 0.44
C -34.622952 22.910759 4.045243 -0.44 -1.16 0.85
C -24.943310 14.681149 4.224381 -0.33 -1.10 0.32
C -35.629423 19.159248 4.880825 0.18 -0.33 -0.29
C -26.270649 19.674117 1.628440 0.41 -1.88 -0.91
C -34.480494 21.670435 1.755155 -0.83 -0.03 0.70
C -28.346960 23.405277 2.196856 -0.24 -0.76 0.57
C -29.254761 20.246295 3.797409 -1.19 0.13 0.51
C -31.925476 20.837649 5.173824 0.29 0.58 0.28
C -26.557326 16.234725 4.277586 -1.62 0.68 -0.63
C -27.978467 24.027731 0.883134 -0.62 0.14 0.39
C -28.863305 18.546586 9.952876 -0.39 0.44 -0.24
C -28.314532 17.300102 9.258804 -1.01 1.80 2.33
C -33.211256 22.830876 8.140329 0.15 -1.18 0.25
C -34.598990 20.690803 8.014124 -0.67 0.38 1.00
H -31.445243 21.688645 4.684428 -0.05 -0.22 -0.42
H -32.005673 19.395805 9.936619 0.01 -0.19 -0.30
H -28.964587 16.466131 9.541327 0.37 -0.23 -0.21
H -29.836680 21.152317 -0.292528 -0.12 0.31 -0.24
H -31.767837 24.497489 5.058130 -0.45 -0.25 0.65
H -34.864958 20.711084 2.110247 0.12 -0.01 0.18
H -32.231160 18.155763 5.602074 -0.11 0.06 -0.02
H -32.285623 18.985058 7.158845 0.07 0.30 -0.11
H -29.845630 21.129130 3.531774 0.01 0.01 -0.13
H -30.230414 23.782891 9.715835 0.29 0.47 0.84
H -29.031121 15.146817 2.762378 -0.07 0.05 0.83
H -29.142075 18.399622 10.996462 0.03 -0.14 -0.08
H -32.590072 17.619289 12.368265 -0.57 0.29 0.00
H -27.288738 20.091176 7.262877 -0.03 0.05 0.51
H -29.413834 23.514177 2.400058 0.01 0.09 0.01
H -35.376216 21.335906 7.598623 0.23 0.12 -0.30
H -31.183963 26.280243 3.777844 0.11 0.28 -0.04
H -26.389513 27.204675 8.040563 -0.20 0.03 -0.10
H -30.613658 24.981485 6.418471 -0.29 -0.55 -0.04
H -35.701035 16.215044 5.675088 -0.24 0.28 0.10
H -24.937232 18.437006 0.519754 0.39 -0.48 0.15
H -30.995385 15.351258 6.052423 -0.05 0.06 -0.04
H -29.412097 15.940088 5.468980 0.11 -0.21 0.21
H -29.744466 22.801723 5.025739 0.24 0.02 -0.14
H -27.612817 20.682056 0.351319 -0.09 -0.02 0.00
H -26.677295 21.639369 6.744120 -0.14 0.07 -0.28
H -35.300073 16.876233 1.628464 -0.15 0.44 0.12
H -26.054173 24.829064 0.544229 0.00 0.04 -0.73
H -34.701515 15.638655 2.557684 0.57 0.03 0.48
H -28.108146 22.342486 2.293226 0.00 -0.06 -0.50
H -28.654817 26.894124 4.150342 -0.17 0.17 0.03
H -34.780548 21.737516 0.711106 0.14 0.30 -0.03
H -26.932997 13.074593 6.618564 0.00 0.08 0.00
H -28.234753 23.274863 5.895392 -0.07 0.07 -0.28
H -32.745408 20.963368 9.143580 -0.04 -0.11 -0.23
H -31.064989 18.256822 12.096772 0.12 0.46 -0.33
H -28.638923 18.475932 7.486131 0.42 0.23 -0.32
H -26.892980 27.192808 6.322583 0.49 0.46 -0.22
H -30.702587 19.199873 1.154555 0.20 0.03 -0.21
H -30.949443 17.931955 6.774882 0.27 0.14 -0.13
H -27.837236 21.670376 8.050050 0.11 -0.53 0.32
H -31.472484 20.760175 1.481238 0.38 -0.03 0.09
H -33.396598 21.691907 1.852204 -0.04 0.02 -0.10
H -28.296041 25.071508 0.914407 0.32 0.11 -0.06
H -33.862028 22.198003 4.367255 0.08 0.16 -0.30
H -28.190279 19.407835 9.913361 0.41 -0.32 -0.05
H -31.225501 18.859123 -1.710435 0.23 -0.12 0.14
H -30.898086 18.867027 3.739820 -0.08 -0.26 0.17
H -33.577182 22.839790 7.114209 0.25 0.20 0.00
H -28.996613 25.187867 4.016881 -0.07 0.02 0.25
H -26.460297 24.924044 6.069678 0.73 -0.19 -0.26
H -28.728499 16.698920 7.335566 0.29 0.25 -0.65
H -26.536818 19.729327 -0.609265 0.35 -0.30 0.20
H -27.603598 21.433785 4.329260 0.51 -0.11 0.38
H -32.467438 21.332660 5.982473 -0.09 -0.55 0.16
H -32.141668 21.647164 11.844043 -0.13 0.08 -0.09
H -28.747709 25.909222 5.624227 -0.01 -0.02 0.01
H -31.488969 23.290366 11.787847 0.04 0.02 0.02
H -27.787909 23.839571 3.029738 0.00 0.34 -0.22
H -29.956850 14.266978 5.093551 0.16 0.01 0.13
H -26.542732 24.964457 9.136694 0.24 0.23 -0.16
H -32.124319 22.907268 8.227537 -0.05 0.35 -0.46
H -26.652704 12.659248 4.897400 -0.15 0.12 0.00
H -31.306308 16.798480 4.087012 0.39 0.21 -0.20
H -32.227980 22.592815 10.342354 0.65 -0.10 0.47
H -36.158705 22.908529 2.587397 0.02 -0.43 -0.42
H -25.325544 12.574898 6.050156 -0.22 -0.27 0.14
H -30.394150 20.906580 10.216881 0.48 -0.13 0.12
H -27.587175 19.740308 4.964420 0.31 0.21 0.27
H -34.119981 16.543216 5.137269 0.35 0.81 0.11
H -29.746459 23.026651 6.754198 0.05 -0.23 0.05
H -32.367867 19.419637 12.404607 -0.17 -0.10 0.03
H -29.529484 22.485897 8.879159 0.72 -0.12 0.19
H -29.691626 16.704515 2.311878 -0.03 0.03 0.20
H -23.877001 14.704106 4.432355 0.02 0.45 -0.25
H -35.488140 22.741623 4.685781 0.17 0.18 0.20
H -26.952188 19.409852 2.437568 0.21 0.66 0.36
H -34.086576 20.156516 7.219917 0.01 0.09 0.01
H -33.829690 17.246774 2.466657 0.14 -0.15 0.52
H -35.172238 20.001461 8.636846 0.34 -0.25 0.02
H -29.600588 19.625771 -2.015897 -0.09 -0.25 -0.11
H -29.492866 18.456777 4.842631 -0.33 -0.45 -0.19
H -25.892935 23.323389 1.208079 -0.36 -1.26 -0.61
H -28.958109 19.805751 2.842862 0.71 0.17 0.09
H -25.299479 15.055309 6.335318 -0.08 -0.22 0.16
H -27.936960 24.844684 8.104513 0.02 0.14 -0.32
H -27.854312 18.968387 0.371601 0.18 -0.21 -0.23
H -31.737345 16.440972 10.195718 0.21 0.09 -0.07
H -31.983165 17.429915 8.655220 0.49 -0.45 0.06
H -26.744662 23.572657 8.117076 0.06 0.03 -0.12
H -25.303101 17.697402 2.148528 0.08 0.07 0.01
H -36.653433 16.732033 3.616186 0.10 -0.14 -0.06
H -29.705851 18.932748 9.362379 -0.25 -0.21 0.18
H -32.331397 19.613647 0.562620 0.13 -0.27 -0.31
H -25.177787 13.803037 3.617470 0.19 0.26 -0.45
H -32.604100 20.321305 4.490312 -0.18 0.23 -0.02
```
Positions in Å, forces in eV/Å.

As for the HOMO energy: -4.517 eV. Its strongest force on any atom is 3.115 eV/A. The total charge is -1. The energy above the lowest of the compared OMol25 structures with the same formula, charge and spin is 0.000 eV. The calculation puts the HOMO-LUMO gap at 5.666 eV.